(1)
{
  "formula": "C11H19NO3S",
  "method": "ωB97M-V with the def2-TZVPD basis set",
  "species": ["C", "S", "C", "C", "C", "O", "N", "C", "C", "C", "C", "C", "C", "C", "O", "O", "H", "H", "H", "H", "H", "H", "H", "H", "H", "H", "H", "H", "H", "H", "H", "H", "H", "H", "H"],
  "xyz": [[4.307249, 0.574419, -1.255387], [3.049672, 0.809495, -0.226211], [2.588507, -0.809440, 0.522380], [1.571587, -0.838343, 1.806194], [0.530028, 0.335587, 1.366367], [0.595880, 1.421669, 1.968239], [-0.521502, -0.036409, 0.777123], [-0.670202, -0.799394, -0.243638], [-0.224084, -0.565301, -1.615095], [-2.086312, -1.584902, -0.405702], [-3.092720, -0.850897, -0.508196], [-3.010059, 0.355377, 0.838361], [-1.682464, 0.942745, 0.759801], [-1.484066, 1.946988, -0.076888], [-2.348282, 2.271086, -0.924803], [-0.340173, 2.963965, -0.002363], [4.730474, 1.504292, -1.780464], [5.261093, 0.162017, -0.905759], [3.860912, -0.087162, -2.129682], [3.559028, -1.317257, 0.753586], [2.212128, -1.322062, -0.388877], [1.222757, -1.737337, 1.668905], [2.230333, -0.367573, 2.560490], [0.139998, -1.653743, -0.064281], [-0.064768, -1.003533, -2.386010], [0.611226, 0.148566, -1.414996], [-0.970238, 0.259516, -1.893533], [-2.005558, -2.191285, -1.397616], [-2.024762, -2.251780, 0.595953], [-3.054033, 0.024035, -1.259012], [-4.138360, -1.136328, -0.219234], [-3.842320, 1.036650, 0.638386], [-3.315205, -0.204673, 1.875769], [-1.649711, 1.392473, 2.005522], [0.053949, 2.608543, 0.960667]],
  "forces_ev_per_a": [[2.9823, -1.7670, -5.5015], [-3.5356, 2.4302, 4.3248], [1.4822, -0.9091, -0.9744], [3.4796, 8.4066, -4.3095], [4.5309, -0.1581, 6.1625], [0.6843, -0.5232, -0.5535], [-6.0057, 5.0269, 0.5696], [1.0926, -13.0213, -4.9116], [-1.9172, 13.3863, 7.9206], [11.8954, -9.5324, 2.2625], [-11.8442, 12.8779, 2.3461], [-2.7418, -4.4957, -0.3945], [0.9847, -2.9664, 10.7624], [0.0988, 11.2795, -7.9450], [2.3524, -1.2391, 2.0145], [-2.0529, -5.0904, 3.5414], [-1.4266, -0.8386, 0.9409], [-0.4101, -0.4936, 0.3704], [1.5871, 0.9883, 1.2280], [-0.8219, 0.2719, 0.1583], [-0.2767, -0.2822, 0.9140], [-2.1011, -4.9438, 0.7778], [-1.0813, -1.0643, 0.3543], [-1.8847, 0.4845, 0.4410], [1.6857, -7.1042, -8.4165], [0.2748, -0.5105, -0.8407], [0.7373, -0.7992, -0.7783], [0.5195, 0.1838, 1.8987], [-0.7413, 0.7622, -2.3709], [-0.4713, -1.9468, 0.2649], [0.9580, -0.4699, -1.2454], [0.6275, 0.1291, -0.0233], [1.3083, 1.2623, -2.4233], [0.5133, -0.5885, -3.6617], [-0.4823, 1.2550, -2.9027]],
  "nbo_charge": [-0.85, 0.25, -0.53, -0.46, 0.74, -0.65, -0.46, 0.01, -0.63, -0.41, -0.43, -0.41, -0.25, 0.73, -0.55, -0.72, 0.27, 0.23, 0.21, 0.22, 0.20, 0.22, 0.27, 0.19, 0.21, 0.22, 0.20, 0.22, 0.20, 0.24, 0.24, 0.25, 0.21, 0.31, 0.50],
  "de_lowest_kj_mol": 1118.2,
  "lumo_energy_ev": 0.3533,
  "e_tot_ha": -1108.8251,
  "smiles": "CSCCC(=O)N1[C@H](C)CCC[C@@H]1C(=O)O"
}



(2)
{
  "formula": "C11H19NOS",
  "method": "ωB97M-V with the def2-TZVPD basis set",
  "species": ["C", "C", "C", "O", "C", "C", "C", "N", "C", "C", "C", "C", "C", "S", "H", "H", "H", "H", "H", "H", "H", "H", "H", "H", "H", "H", "H", "H", "H", "H", "H", "H", "H"],
  "xyz": [[-2.421762, -1.102112, -1.460845], [-2.998281, -0.482239, -0.306266], [-2.371975, -1.104853, 1.050264], [-2.491837, 0.876505, -0.311643], [-1.238142, 1.503880, 0.128396], [0.120581, 1.526158, -0.691370], [1.089783, 2.351643, 0.082994], [2.398550, 2.050717, -0.403023], [3.060290, 0.945843, 0.201162], [2.351688, -0.472744, 0.245445], [1.701182, -1.001237, 1.400469], [1.091590, -2.203758, 1.004722], [1.392223, -2.570598, -0.315906], [2.431368, -1.537529, -1.142030], [-2.034959, -0.248743, -2.410262], [-2.869659, -1.895551, -2.182467], [-1.419736, -1.546545, -1.075288], [-4.167726, -0.511598, -0.286186], [-2.910789, -2.016099, 1.590123], [-1.237366, -1.304346, 0.635431], [-2.473380, -0.454548, 2.057986], [-1.037248, 1.128860, 1.261255], [-1.714849, 2.568653, 0.361173], [0.409509, 0.478151, -0.852074], [0.311629, 1.847692, -1.786381], [0.927480, 3.446197, 0.000434], [1.008736, 2.061886, 1.214504], [2.542251, 1.989466, -1.526570], [3.216828, 1.388083, 1.163823], [3.949549, 0.862007, -0.495333], [1.607926, -0.297495, 2.251199], [0.657734, -2.897616, 1.607034], [1.118816, -3.378128, -1.010771]],
  "forces_ev_per_a": [[4.1142, -1.3618, -6.0971], [-0.6996, 1.0361, 3.9585], [0.0654, -0.7197, 1.1784], [-0.4942, 1.2813, -0.5784], [-2.1216, 0.8354, 2.3159], [-1.9393, -0.7372, -1.1756], [0.1754, -0.3433, 1.4298], [1.1624, 0.6518, -4.0088], [0.3522, -1.4290, -1.7306], [1.2483, 1.6260, 1.6500], [1.0752, 2.1128, -3.3554], [1.5283, -0.1647, -2.7088], [-0.5348, -0.8981, 0.1183], [-0.3931, 1.8660, 1.7975], [-1.3197, -2.2407, 3.1963], [0.0325, 1.1211, 1.9970], [-1.3594, 0.5298, -1.3171], [2.1364, 0.7122, 0.0185], [1.2357, 1.0475, -2.1526], [-2.7172, 0.2486, 2.1972], [0.6855, -0.4906, -2.7827], [0.1361, 0.5354, -2.6922], [1.5954, -1.8178, -0.8322], [0.2860, 0.1601, 0.8817], [-1.7435, 0.1864, 1.3767], [-0.3294, -0.6307, 0.0562], [0.4524, 0.6171, -1.8304], [-1.2061, 0.4175, 3.5507], [0.9464, -0.9506, 1.1102], [-0.2541, -0.2607, 1.6380], [-0.0968, -1.1895, -0.2981], [-1.6686, -1.5647, 1.7372], [-0.3507, -0.1861, 1.3520]],
  "nbo_charge": [-0.64, 0.06, -0.67, -0.59, -0.07, -0.47, -0.22, -0.63, -0.25, -0.21, -0.29, -0.25, -0.45, 0.46, 0.22, 0.24, 0.21, 0.20, 0.22, 0.22, 0.22, 0.18, 0.20, 0.22, 0.21, 0.20, 0.19, 0.35, 0.21, 0.20, 0.24, 0.22, 0.24],
  "de_lowest_kj_mol": 577.0,
  "lumo_energy_ev": 0.6338,
  "e_tot_ha": -958.4816,
  "smiles": "CC(C)OCCCNCc1cccs1"
}



(3)
{
  "formula": "C11H20Ag4Br10O3",
  "method": "ωB97M-V with the def2-TZVPD basis set",
  "species": ["Ag", "Ag", "Ag", "Ag", "C", "O", "O", "O", "Br", "C", "C", "Br", "H", "H", "H", "H", "Br", "C", "C", "Br", "H", "H", "H", "H", "Br", "C", "C", "Br", "H", "H", "H", "H", "Br", "C", "C", "Br", "H", "H", "H", "H", "Br", "C", "C", "Br", "H", "H", "H", "H"],
  "xyz": [[17.120746, 8.939379, 1.451735], [15.509091, 10.799788, -1.300005], [18.616745, 11.728319, -0.275066], [14.664269, 6.921477, -1.460384], [17.061427, 8.557525, -1.242946], [17.667786, 9.677256, -0.904968], [16.194155, 8.572029, -2.208215], [17.026783, 7.570802, -0.429492], [15.254682, 9.724230, -6.786595], [14.422814, 8.843042, -5.252787], [14.639752, 7.347329, -5.368118], [13.714086, 6.485694, -3.866294], [13.364318, 9.079592, -5.263240], [14.920058, 9.202362, -4.355092], [15.688423, 7.096273, -5.231795], [14.306435, 6.962011, -6.327507], [19.530701, 4.864836, -4.082154], [18.101385, 4.972678, -2.769833], [16.967346, 4.034461, -3.112550], [15.491435, 4.188886, -1.844230], [17.714860, 5.981734, -2.625051], [18.559607, 4.710475, -1.817112], [17.246643, 2.988127, -3.152845], [16.598552, 4.315970, -4.098383], [21.895647, 6.932157, -1.289053], [20.496445, 7.792835, -0.244710], [21.130745, 8.474142, 0.953482], [19.798659, 9.616602, 1.866608], [19.765125, 7.042778, 0.039451], [20.011688, 8.534254, -0.873655], [21.974597, 9.059251, 0.596561], [21.455928, 7.771627, 1.712484], [14.554298, 6.788917, 2.170334], [15.967563, 5.472591, 1.917128], [16.120766, 4.493824, 3.069779], [14.416965, 3.581580, 3.372701], [16.894836, 6.022946, 1.753873], [15.782088, 4.912042, 1.003425], [16.365996, 5.016236, 3.990081], [16.859614, 3.736385, 2.836088], [16.452654, 12.012608, -4.278620], [17.811475, 10.613155, -4.250283], [19.058235, 11.130933, -4.912925], [20.390734, 9.717639, -4.895624], [17.458829, 9.732926, -4.783891], [17.989203, 10.311002, -3.229345], [19.480872, 11.956322, -4.345049], [18.922196, 11.466985, -5.933693]],
  "forces_ev_per_a": [[0.1085, -0.6443, 0.1926], [0.3435, -0.2509, -1.0244], [0.1531, -0.7826, -0.0642], [0.5533, -0.2321, 0.2281], [-3.1015, -0.4707, 0.5934], [0.4011, 0.7909, 0.0675], [0.9800, 0.8387, 0.1726], [1.0223, 0.4324, -0.1758], [-0.1783, -0.2810, 0.1700], [0.2018, -0.3021, -0.1509], [0.6499, 0.6887, 0.0323], [-0.6454, -0.2071, -0.8953], [0.0196, 0.1809, -0.0117], [-0.1218, 0.2059, -0.0196], [-0.0089, -0.0246, -0.0249], [-0.4071, -0.3222, 0.2850], [-0.4680, 0.1638, 0.0996], [0.0209, -0.1727, 1.0838], [0.3616, 0.3980, -0.9523], [0.1470, -0.3082, 0.2862], [0.2242, 0.1320, -0.5261], [0.0228, -0.1566, -0.0551], [0.0216, -0.0633, 0.2641], [-0.3746, -0.1118, 0.1328], [-0.2740, 0.1543, 0.2828], [-0.0734, 0.1125, 0.0907], [0.1823, -0.8760, -0.8619], [0.1112, 0.5413, 0.0753], [0.0074, -0.0627, -0.0083], [0.0563, -0.0820, -0.1842], [-0.1891, 0.5240, 0.4534], [-0.0210, 0.0547, 0.1270], [0.3703, 0.3106, -0.3271], [0.8000, -0.7875, -0.1605], [-0.9529, 0.5822, 0.1135], [0.4038, -0.0131, -0.0093], [-0.0815, 0.0737, 0.1069], [-0.3476, 0.2373, -0.0393], [0.0599, -0.1611, 0.0770], [0.0850, -0.0080, -0.0687], [-0.1727, -0.1786, 0.7884], [0.3820, -0.5208, -0.5675], [0.3670, 0.3661, 0.3628], [-0.1134, 0.0137, 0.0432], [-0.4203, 0.2184, -0.0665], [-0.0341, 0.1584, 0.2467], [0.0644, 0.0327, -0.0536], [-0.1353, -0.1911, -0.1285]],
  "nbo_charge": [0.87, 0.92, 0.95, 0.84, 0.94, -1.07, -0.91, -0.87, 0.03, -0.46, -0.42, -0.03, 0.24, 0.22, 0.23, 0.26, 0.05, -0.47, -0.43, -0.02, 0.22, 0.22, 0.25, 0.23, 0.08, -0.48, -0.39, -0.08, 0.23, 0.22, 0.25, 0.25, 0.01, -0.44, -0.46, 0.03, 0.21, 0.23, 0.23, 0.25, 0.00, -0.45, -0.46, 0.03, 0.24, 0.22, 0.22, 0.25],
  "total_charge": 2,
  "lumo_energy_ev": -8.4772,
  "e_tot_ha": -26984.2811
}